12
Properties=species:S:1:pos:R:3:forces:R:3 method="wB97M-V/def2-TZVPD" e_homo_ev=-3.662 e_above_lowest_ev=0.503 lumo_energy_ev=4.30 max_force_ev_per_a=1.04 charge=-1 orbital_gap_ev=8.0 smiles="CNCC(=O)[O-]" spin_multiplicity=1
C -0.8599 -1.3561 0.2367 0.3 0.3 0.2
N 0.0237 -0.3883 0.8723 0.4 -0.9 0.1
C 0.9282 0.2743 -0.0661 -0.6 0.6 0.6
C 0.3522 1.6246 -0.5818 0.3 -0.1 -0.3
O 1.1121 2.2748 -1.3308 -0.1 0.0 0.0
O -0.7937 1.9005 -0.1717 -0.3 0.3 0.0
H -1.5619 -0.8838 -0.4490 -0.3 0.0 -0.2
H -1.4055 -1.9270 0.9919 -0.1 0.1 0.0
H -0.2599 -2.0681 -0.3265 0.1 -0.1 -0.1
H -0.5393 0.3550 1.2698 -0.1 0.1 -0.2
H 1.1775 -0.3401 -0.9253 0.1 -0.3 0.0
H 1.8265 0.5342 0.4803 0.5 0.0 -0.1

21
Properties=species:S:1:pos:R:3:forces:R:3 method="wB97M-V/def2-TZVPD" e_homo_ev="-8.706 / -9.122" e_above_lowest_ev=9.057 lumo_energy_ev="-1.70 / -1.09" max_force_ev_per_a=4.86 orbital_gap_ev="7.0 / 8.0" spin_multiplicity=1
C 0.0649 1.5858 0.7657 -1.4 0.2 -1.3
C 1.0519 0.9500 1.2356 3.1 -3.0 0.5
C -0.8697 1.4648 -0.3434 -3.0 0.6 0.3
C 1.5825 -0.5279 0.7646 -0.6 2.4 1.7
C 0.7102 -0.7799 -1.8715 2.3 1.3 -3.2
C -0.3520 -2.0258 -0.3126 0.3 2.2 3.1
C -0.3781 -0.7499 -1.0072 -0.9 -0.6 2.2
C 0.9120 -1.0874 -0.3521 -2.5 -1.2 -4.0
C -2.3382 0.8840 0.0577 1.4 1.7 -1.1
O -0.7427 2.0891 -1.3777 0.4 -0.1 -0.2
O 1.8990 1.2266 2.2659 -0.4 1.8 0.5
H 2.6585 -0.4558 0.7396 0.3 0.0 -0.1
H 1.2705 -1.0922 1.6267 0.4 -0.4 0.5
H 0.8103 -1.5135 -2.7551 0.0 0.7 1.7
H 0.9417 0.2622 -2.2183 0.4 -0.9 0.4
H -0.6710 -2.0185 0.7651 -0.3 -0.4 -1.2
H -0.4528 -2.8828 -0.8760 0.1 -2.1 -0.9
H -2.6448 1.6534 0.8134 -0.1 -1.2 -0.3
H -2.1886 -0.1503 0.3957 -0.7 0.6 0.2
H -2.9972 1.0084 -0.8598 0.9 -0.5 1.2
H 1.7335 2.1597 2.5435 0.2 -1.0 -0.1

119
Properties=species:S:1:pos:R:3:forces:R:3 method="wB97M-V/def2-TZVPD" e_homo_ev="-2.840 / -2.961" e_above_lowest_ev=0.877 lumo_energy_ev="2.01 / 2.01" max_force_ev_per_a=0.41 charge=-1 orbital_gap_ev="4.8 / 5.0" spin_multiplicity=4
Co -2.9362 0.2477 -0.3377 0.2 0.0 0.3
O -2.4431 -1.1146 1.0910 -0.1 0.2 -0.1
C -2.7618 -2.3562 1.0838 0.0 -0.1 0.0
C -3.1475 -2.9925 2.2994 0.0 0.0 0.0
C -3.4193 -4.3347 2.3762 0.0 0.0 0.0
C -3.3384 -5.1445 1.2377 0.0 0.0 0.0
C -3.0007 -4.5526 0.0401 0.0 0.0 0.0
C -2.7183 -3.1864 -0.0738 0.0 0.0 0.1
C -2.3860 -2.6224 -1.3738 0.1 0.1 0.0
N -2.2511 -1.3464 -1.7079 -0.3 0.0 -0.1
C -1.9688 -1.3208 -3.0571 0.1 0.0 0.1
C -1.9028 -2.5837 -3.5447 0.0 0.0 -0.1
N -2.1649 -3.3986 -2.4721 0.0 0.0 0.1
H -3.2361 -2.3564 3.1718 0.0 0.0 0.0
H -3.7132 -4.7663 3.3267 0.0 0.0 0.0
H -3.5576 -6.2027 1.2865 0.0 0.0 0.0
H -2.9790 -5.1880 -0.8400 0.0 0.0 0.0
H -1.8164 -0.3951 -3.5809 -0.1 0.0 0.0
H -1.6788 -2.9686 -4.5232 0.0 0.0 0.0
H -2.2020 -4.3996 -2.4892 0.0 0.0 0.0
C -5.6096 2.9906 2.1737 0.0 0.0 0.0
C -5.0402 2.0004 1.1737 0.0 0.1 0.1
S -3.3438 2.2853 0.7731 0.1 -0.2 -0.1
C -5.7907 1.0181 0.6494 -0.1 0.0 0.0
C -7.2402 0.8252 1.0190 0.0 0.0 0.0
S -5.2175 -0.1582 -0.5351 -0.1 -0.1 -0.1
H -4.8549 3.7333 2.4276 0.0 0.0 0.0
H -5.9164 2.4987 3.1022 0.0 0.0 0.0
H -6.4817 3.5221 1.7810 0.0 0.0 0.0
H -7.5669 1.4935 1.8155 0.0 0.0 0.0
H -7.4140 -0.2043 1.3414 0.0 0.0 0.0
H -7.8816 0.9941 0.1478 0.0 0.0 0.0
I -0.5640 3.2968 -1.3039 0.1 0.1 0.1
C -2.2077 2.8699 -2.5045 -0.1 -0.2 -0.1
C -2.6703 3.8541 -3.3681 0.0 0.0 0.0
C -3.7657 3.5609 -4.1595 0.0 -0.1 0.0
C -4.3455 2.3060 -4.0589 0.0 0.1 0.0
C -3.8092 1.3981 -3.1659 0.1 0.0 0.1
N -2.7474 1.6664 -2.3934 0.0 0.2 -0.2
H -2.1871 4.8195 -3.4010 0.0 0.0 0.0
H -4.1633 4.3059 -4.8370 0.0 0.0 0.0
H -5.2124 2.0338 -4.6445 0.0 0.0 0.0
H -4.2570 0.4246 -3.0196 0.0 0.0 0.0
O 0.0890 0.4580 0.6674 -0.1 0.1 -0.2
P 1.0091 0.1791 1.7999 0.2 0.0 0.1
C 1.6753 -1.5280 1.6231 0.0 0.0 0.0
C 2.2596 -1.8178 0.2346 0.0 0.0 0.0
C 3.7708 -1.6388 0.1506 0.0 0.0 0.0
C 4.4701 -2.5113 1.1875 0.0 0.0 0.0
C 4.0150 -2.1288 2.5923 0.0 0.0 0.0
C 2.4950 -2.1840 2.7512 0.0 0.0 0.0
C 2.2601 1.5194 1.8679 -0.1 0.0 0.0
C 2.6694 1.9316 0.4391 0.0 0.0 0.0
C 3.9674 2.7462 0.4312 0.0 0.0 0.0
C 4.0422 3.6201 1.6801 0.0 0.0 0.0
C 4.1552 2.7497 2.9459 0.0 0.0 0.0
C 3.4973 1.3749 2.7480 0.0 0.0 0.0
C 0.2552 0.1997 3.4618 0.0 0.0 -0.1
C -0.6224 1.4752 3.6335 0.0 0.0 0.0
C -2.0941 1.1262 3.8362 0.0 0.0 0.0
C -2.3135 0.2239 5.0481 0.0 0.0 0.0
C -1.2759 -0.9153 5.0946 0.0 0.0 0.0
C -0.5567 -1.0682 3.7569 0.0 0.0 0.0
H 0.6906 -2.0157 1.6272 0.0 0.0 0.0
H 1.7406 -1.2094 -0.5086 0.0 0.0 0.0
H 2.0340 -2.8635 -0.0113 0.0 0.0 0.0
H 4.0430 -0.5905 0.3194 0.0 0.0 0.0
H 4.1129 -1.8894 -0.8584 0.0 0.0 0.0
H 5.5566 -2.4203 1.1059 0.0 0.0 0.0
H 4.2244 -3.5622 0.9945 0.0 0.0 0.0
H 4.3835 -1.1289 2.8225 0.0 0.0 0.0
H 4.4671 -2.7955 3.3322 0.0 0.0 0.0
H 2.2208 -1.7743 3.7258 0.0 0.0 0.0
H 2.2030 -3.2401 2.7796 0.0 0.0 0.0
H 1.6599 2.3373 2.2889 0.0 0.0 0.0
H 1.8509 2.5109 0.0135 0.1 0.0 -0.1
H 2.7663 1.0573 -0.2094 0.0 0.0 0.0
H 4.0237 3.3457 -0.4796 0.0 0.0 0.0
H 4.8349 2.0763 0.4071 0.0 0.0 0.0
H 3.1348 4.2297 1.7291 0.0 0.0 0.0
H 4.8786 4.3199 1.6258 0.0 0.0 0.0
H 3.6869 3.2637 3.7892 0.0 0.0 0.0
H 5.2072 2.6098 3.2103 0.0 0.0 0.0
H 3.2666 0.9200 3.7147 0.0 0.0 0.0
H 4.2064 0.7102 2.2524 0.0 0.0 0.0
H 1.0915 0.2414 4.1726 0.0 0.0 0.0
H -0.5550 2.1222 2.7544 0.0 0.0 0.0
H -0.2528 2.0522 4.4884 0.0 0.0 0.0
H -2.4609 0.6375 2.9319 0.0 0.0 0.0
H -2.6776 2.0444 3.9217 0.0 0.0 0.0
H -3.3234 -0.1900 4.9961 0.0 0.0 0.0
H -2.2663 0.8070 5.9737 0.0 0.0 0.0
H -1.7489 -1.8598 5.3743 0.0 0.0 0.0
H -0.5242 -0.7104 5.8664 0.0 0.0 0.0
H -1.2721 -1.2237 2.9477 0.0 0.0 0.0
H 0.0896 -1.9474 3.7916 0.0 0.0 0.0
Te 0.9260 0.3343 -2.9476 0.0 0.1 -0.1
C 2.7061 1.4649 -3.1814 0.0 -0.1 0.0
C 2.6641 2.7530 -3.7039 -0.1 0.0 0.0
C 3.8268 3.5062 -3.8101 0.0 0.0 0.0
C 5.0427 2.9721 -3.4085 0.0 0.0 0.0
C 5.0925 1.6847 -2.8908 0.0 0.0 0.0
C 3.9282 0.9408 -2.7675 0.0 0.0 0.0
C 1.5218 -1.1962 -4.2940 0.0 0.0 0.0
C 2.0281 -2.3963 -3.8043 0.0 0.0 0.0
C 2.3791 -3.4209 -4.6745 0.0 0.0 0.0
C 2.2280 -3.2528 -6.0431 0.0 0.0 0.0
C 1.7215 -2.0589 -6.5395 0.0 0.0 0.0
C 1.3659 -1.0385 -5.6684 0.0 0.0 0.0
H 1.7153 3.1724 -4.0142 0.0 0.0 0.0
H 3.7807 4.5116 -4.2099 0.0 0.0 0.0
H 5.9487 3.5589 -3.4948 0.0 0.0 0.0
H 6.0366 1.2640 -2.5671 0.0 0.0 0.0
H 3.9687 -0.0563 -2.3443 0.0 0.0 0.0
H 2.1389 -2.5345 -2.7354 0.0 0.0 0.0
H 2.7686 -4.3516 -4.2805 0.0 0.0 0.0
H 2.5017 -4.0505 -6.7224 0.0 0.0 0.0
H 1.5981 -1.9237 -7.6070 0.0 0.0 0.0
H 0.9607 -0.1118 -6.0558 0.0 0.0 0.0